Formula: C3H10N3S
Source: OMol25
Level of theory: ωB97M-V with the def2-TZVPD basis set

Summary:
E: -18568.95651 eV
SMILES: C=[NH+]CCSNN
energy relative to the best compared isomer or geometry (same formula, charge and spin): 3.916 eV
HOMO: -12.29 eV

The geometry in ORCA input format:
```
! RIJCOSX wB97M-V def2-TZVPD def2/J DEFGRID3
* xyz 1 1
C 1.297 -2.046 -0.573
N 0.669 -0.958 -0.311
C -0.718 -0.959 0.152
C -1.094 -0.024 1.288
S -1.551 1.730 0.786
N 0.023 2.198 0.180
N 0.380 1.618 -1.027
H 0.629 -2.834 -0.495
H 2.338 -2.096 -0.860
H 1.038 -0.056 -0.163
H -0.935 -2.001 0.532
H -1.283 -0.754 -0.790
H -1.930 -0.534 1.939
H -0.269 -0.008 2.134
H 0.092 3.298 0.339
H 1.355 1.560 -1.249
H -0.041 1.865 -1.883
*
```


Formula: C3H10N3S2
Source: OMol25
Level of theory: ωB97M-V with the def2-TZVPD basis set

Summary:
E: -29402.94894 eV
energy relative to the best compared isomer or geometry (same formula, charge and spin): 5.244 eV
HOMO (alpha / beta): -9.17 / -8.69 eV

The geometry in ORCA input format:
```
! RIJCOSX wB97M-V def2-TZVPD def2/J DEFGRID3
* xyz 1 1
C 1.357 1.228 -0.736
C -0.668 -0.052 -1.334
C -1.715 -1.588 1.558
N 1.838 2.266 -0.037
N 2.215 0.405 -1.493
N 0.023 0.866 -0.670
S -0.249 -1.863 2.414
S -3.153 -2.308 2.081
H -0.366 -0.729 -2.158
H -1.772 0.098 -1.307
H -1.521 -0.918 0.688
H 2.654 2.723 -0.426
H 1.153 2.890 0.295
H 3.189 0.357 -1.427
H 1.972 -0.579 -1.548
H -0.397 1.549 -0.167
H -0.728 -2.712 3.303
H -3.832 -1.632 0.965
*
```